(1)
Molecular formula: C34H73F3N6O4S
Method: DFT, the ωB97M-V functional and the def2-TZVPD basis

```
! wB97M-V def2-TZVPD RIJCOSX def2/J DEFGRID3
* xyz 4 1
S 0.6831 -0.6560 -0.1581
F -1.7050 -0.6433 1.2773
F -0.9469 1.3396 0.7617
F 0.0613 0.1442 2.3174
O 1.1397 -1.8895 0.4826
O 1.6298 0.4058 -0.3133
O -1.1452 -3.1021 -5.1731
O -0.2466 -0.9646 -1.2959
N 4.4514 -0.1323 1.4178
N -1.6683 -1.0056 -3.9275
N 2.2256 4.2094 -0.6673
N -3.7815 2.8471 3.1563
N -0.4537 -5.9653 -1.2553
N 3.4772 0.8655 3.1617
C 2.5016 3.8928 -2.1623
C -2.2546 3.2136 3.2670
C -3.9729 2.1587 4.5499
C -0.0505 5.1243 0.1575
C -0.1319 -5.0064 -2.4916
C 3.3212 3.5977 0.2790
C -2.2165 -4.4169 -0.1969
C -4.6989 4.1203 3.0797
C 0.6581 6.2288 -0.5676
C 2.6789 1.0969 4.3293
C 5.9101 -1.9600 0.6126
C 2.7775 2.3782 -2.5379
C 3.4024 -0.1993 2.3117
C -3.2962 -4.4460 0.9918
C 3.2867 2.0447 -3.9268
C -0.0942 -7.4158 -1.6320
C 4.6058 -1.1938 0.3501
C -1.4480 -1.1707 -6.5307
C 1.7881 -6.3432 -0.3875
C -4.1663 2.5439 0.5983
C -4.0729 1.8316 2.0156
C -1.9281 -5.8658 -0.7397
C -4.2734 1.6264 -0.5661
C -0.5450 0.1201 1.1289
C 5.1642 1.0292 1.6749
C -1.6120 2.2788 4.3650
C 2.1089 5.7761 -0.5395
C 0.7147 3.8497 -0.2223
C 0.5324 -5.5253 -0.1134
C 4.6486 1.5832 2.8192
C -1.3390 -1.8478 -5.1874
C 1.4210 -7.4357 -1.4796
C -2.7132 1.2975 4.7146
C -3.0031 -1.3640 -3.2667
H 0.0027 -5.8112 0.7952
H -4.9736 1.3880 2.4399
H -4.9884 1.7648 4.5900
H 1.7313 -8.4367 -1.1801
H -5.1836 1.0348 -0.6641
H 0.9274 -5.0845 -2.7362
H -0.7165 1.7885 3.9831
H -2.7108 1.2417 5.8032
H -1.3444 2.9294 5.1976
H 2.6513 6.2291 -1.3694
H -0.4550 -7.6287 -2.6383
H -3.3733 -3.4469 1.4207
H -0.7687 -5.3938 -3.2869
H 6.1440 -2.6970 -0.1556
H -1.3794 -1.9086 -7.3300
H 1.8123 -7.2421 -2.4784
H 4.9440 2.4764 3.3497
H 2.7880 2.1044 4.7308
H 3.7365 -1.8315 0.5103
H 2.7668 0.2994 5.0671
H -3.2683 3.1419 0.4430
H -1.0564 -1.1682 -3.1406
H -1.0720 5.0747 -0.2195
H 4.0908 2.7206 -4.2178
H 3.4783 4.3181 -2.3929
H -3.8720 2.9432 5.3000
H -4.9993 3.2255 0.4258
H 6.7606 -1.3030 0.7943
H -1.6860 -0.0223 -4.1577
H -4.2850 2.1883 -1.5000
H -2.4503 -6.1535 -1.6522
H 0.0460 5.3258 1.2244
H 5.8710 -2.5379 1.5360
H -3.1390 -2.4257 -3.0612
H -1.4271 -3.8205 0.2606
H -4.1591 4.7059 2.3355
H -4.5951 4.6600 4.0210
H 0.2507 3.3628 -1.0801
H -3.0023 -5.1197 1.7967
H -3.2268 1.1582 2.1528
H -1.7761 3.1588 2.2892
H -3.7834 -1.1714 -4.0030
H 3.0597 3.9306 1.2835
H 0.3018 6.2890 -1.5959
H 0.7654 3.1361 0.6001
H 5.8808 1.3887 0.9512
H 2.5691 -5.6689 -0.7387
H 2.1646 -6.8548 0.4982
H -1.9630 -6.5866 0.0772
H -2.3344 -0.5394 -6.4683
H -0.6695 -0.4125 -6.6153
H -0.4013 -3.9658 -2.3108
H 0.6216 -4.4430 -0.0190
H 2.5250 2.1771 -4.6952
H 3.5377 1.9769 -1.8677
H 1.8250 4.3987 -2.8510
H 3.2959 2.5150 0.1560
H 3.6715 1.0249 -3.9250
H -3.3685 1.0216 -0.6261
H 4.4120 -0.7635 -0.6324
H -3.1396 -0.7353 -2.3868
H 1.9052 1.7628 -2.3180
H -5.6990 3.7599 2.8388
H 2.5384 6.1571 0.3870
H -2.5002 -3.7651 -1.0232
H -2.1467 4.2712 3.5076
H 1.6348 1.0512 4.0197
H 2.6023 -0.9246 2.3217
H -4.2515 -4.8773 0.6929
H 4.2176 4.1149 -0.0633
H 0.3266 7.2323 -0.3008
H -0.4864 -8.0683 -0.8519
H -2.6292 0.3052 4.2716
*
```

The LUMO energy is -0.32032 Eh. For the gap between HOMO and LUMO, the calculation gives 9.97 eV. Its HOMO energy is -0.6869 Ha. The calculation puts the total energy at -2665.18557 Ha.



(2)
Molecular formula: C34H74F3N3O6
Method: DFT, the ωB97M-V functional and the def2-TZVPD basis

```
! wB97M-V def2-TZVPD RIJCOSX def2/J DEFGRID3
* xyz 1 2
F 3.2923 3.7725 -4.7924
F 1.9293 2.2221 -5.3679
F 4.1296 2.0155 -5.6864
O -1.5856 -2.5278 4.3669
O 0.6553 3.1568 -1.5283
O -0.9637 -0.3510 -0.0225
O -5.7042 -1.4291 -3.9337
O 4.0971 2.4159 -2.6984
O 2.7172 0.6766 -3.2115
N 0.4778 -4.7992 -1.5361
N -3.9522 3.6210 0.4833
N 3.8444 -1.8034 3.3249
C 3.1245 2.4658 -4.8655
C 2.9637 -4.4935 -2.1942
C -0.5973 0.1713 -2.3453
C 4.0486 -1.8293 0.8199
C 4.4688 3.1190 -0.3597
C 2.0318 -3.1473 4.4266
C 1.9217 -4.7840 -1.1298
C -4.8225 4.8212 0.6230
C 0.2489 -5.9752 -2.4115
C -0.1308 5.2054 -0.7038
C -0.4203 -4.9066 -0.3560
C -0.2607 3.9950 -1.6068
C -1.3574 -1.3337 4.2417
C -0.6663 -0.8773 2.9567
C 4.4232 0.5974 3.9284
C -1.9563 -0.2524 5.1674
C -1.1385 -6.1345 -3.0608
C -4.1291 6.0845 0.0618
C 1.3392 -0.4455 -0.7142
C -0.1569 -0.1567 -0.9297
C 2.8964 -1.8967 4.4242
C -4.6663 -0.8053 -3.6925
C -4.5829 0.6717 -3.5952
C -1.4701 3.8632 -2.5348
C 3.1167 -1.6603 2.0278
C -0.2860 -3.7042 0.6992
C -3.8344 1.1250 0.0939
C 4.4934 1.9793 -1.4085
C -2.8370 3.6516 1.4393
C -4.6773 2.3407 0.4406
C 4.8760 -0.7810 3.6121
C -3.3845 -1.5745 -3.5923
C 3.2295 1.7820 -3.5148
C -3.1727 3.2689 2.8973
H 0.2742 -6.9231 -1.8742
H 3.8305 1.0135 3.1137
H -1.4803 4.7179 -3.2112
H -3.6505 2.2930 2.9833
H -0.2530 6.1253 -1.2755
H 4.7202 -2.6650 1.0165
H 2.4447 -4.0024 3.8915
H -1.5831 0.6320 -2.4087
H 3.6333 0.6945 4.6731
H -2.1612 -0.7492 6.1157
H 0.7743 5.2618 -0.0991
H -0.3539 -2.6793 0.3344
H 3.8695 -4.3743 -1.5998
H 2.1665 -1.0892 4.4816
H -0.6118 -1.6915 2.2340
H 5.4967 -0.7051 2.7194
H -3.1695 0.8562 0.9147
H -3.9019 5.9134 -0.9904
H 3.8221 1.1784 -1.0985
H -1.5191 -5.1927 -3.4561
H 3.4453 -1.7897 5.3597
H -2.2813 3.2547 3.5244
H 3.3029 -5.2856 -2.8618
H -3.1220 1.4159 -0.6781
H -2.8472 0.1857 4.7174
H -3.8342 4.0521 3.2677
H -2.0359 2.9587 1.1821
H -1.4529 -4.9781 -0.6978
H 2.0191 -3.9522 -0.4321
H -3.8771 0.9280 -2.8052
H -1.1682 -0.0619 2.4359
H -0.1707 -5.8007 0.2153
H 1.2360 -2.9697 3.7033
H 4.6780 -0.9640 0.6119
H 0.6506 -3.8185 1.2451
H 2.6674 -0.6672 2.0314
H 3.5557 3.7118 -0.3062
H -1.0751 -6.7800 -3.9368
H -5.1700 2.2391 1.4076
H -0.9449 5.1727 0.0203
H -5.6351 0.9261 -3.4673
H 1.7024 -1.1439 -1.4682
H -3.1767 -1.6899 -2.5285
H 0.3608 -0.5718 3.1562
H -2.6332 -1.0798 -4.2078
H -1.2220 3.0063 -3.1612
H -2.2735 4.5846 1.4300
H -0.6044 -0.7740 -2.8880
H -2.4056 3.7750 -1.9825
H -1.0338 -3.7751 1.4891
H 1.8482 0.5172 -0.7629
H -4.8577 6.8875 -0.0498
H 2.2145 -5.6098 -0.4814
H -5.3888 2.4302 -0.3802
H -3.3501 6.5302 0.6804
H 5.5127 1.5942 -1.3820
H -1.8313 -6.6261 -2.3778
H -3.6506 -2.5658 -3.9592
H 5.1599 3.8826 -0.7168
H 4.8025 2.7570 0.6128
H -5.7492 4.6851 0.0656
H 2.2439 -2.3075 1.9423
H 5.5107 -1.1311 4.4262
H -1.2586 0.5726 5.3105
H 1.0530 -5.9718 -3.1474
H 0.2133 0.7540 -2.7830
H 2.7237 -3.5916 -2.7573
H -4.2082 1.1383 -4.5063
H -4.4344 0.2224 -0.0224
H 1.4640 -0.9716 0.2322
H 5.2523 1.2880 4.0830
H 1.7758 -3.5148 5.4203
H -5.2186 4.9099 1.6346
H 3.5976 -1.9556 -0.1643
*
```

The LUMO energy (spin up / spin down) is -0.09466 / -0.27239 Eh. For the gap between HOMO and LUMO (spin up / spin down), the calculation gives 7.41 / 2.57 eV. Its HOMO energy (spin up / spin down) is -0.3669 / -0.3669 Ha. The calculation puts the total energy at -2254.75581 Ha.



(3)
Molecular formula: C34H74O22S5
Method: DFT, the ωB97M-V functional and the def2-TZVPD basis

```
! wB97M-V def2-TZVPD RIJCOSX def2/J DEFGRID3
* xyz 0 1
S -1.3108 3.0540 -5.4344
S 2.5125 10.4846 1.9173
S 0.5673 5.6635 -2.1075
S -6.5386 -9.3502 6.0591
S 4.0081 3.0056 3.2538
O 0.3395 -7.2594 -0.8840
O 4.1590 3.4082 4.7810
O -1.5075 2.1211 -6.7047
O -3.9461 -6.5023 -1.0505
O 2.0782 -1.5552 -1.8171
O 5.3021 2.7976 2.6824
O 1.8525 9.6032 2.8342
O -5.7778 -8.1825 5.7373
O -0.9152 4.3632 -5.8635
O 2.3058 -5.1495 -0.0161
O 0.6123 -8.2883 -2.8368
O 3.0201 11.7602 2.7094
O -7.8992 -9.2087 6.4821
O 2.7355 -3.6948 -1.6719
O -2.4561 2.9191 -4.5840
O 3.0120 1.9822 3.1426
O 1.0684 6.9458 -1.3140
O -6.4837 -10.3731 4.8467
O -0.0282 4.7463 -1.1796
O 3.5683 9.9752 1.0956
O 1.6132 5.1983 -2.9678
O -3.8250 -8.6443 -0.5191
C 3.3404 4.5184 2.6606
C 0.7687 -0.0070 -0.4024
C 1.3264 11.2939 0.9033
C 3.3307 6.4297 -0.4947
C 2.9673 -5.9983 -2.1767
C 2.5937 -7.4179 -1.7333
C 1.0905 -7.6140 -1.7408
C 5.2371 11.1765 3.6111
C 1.8947 6.7545 -0.1434
C -3.2055 -5.2750 -0.9329
C 0.8395 0.6314 1.0042
C -0.2292 -2.4598 -3.0210
C -2.6681 -3.3151 -2.4510
C 4.3655 2.3351 5.7317
C -2.7810 3.4467 -8.3434
C 2.1454 -0.5048 -0.8528
C -3.7228 -7.5019 -0.1657
C -1.6797 -2.7595 -3.4808
C -6.8814 -9.0439 2.8145
C 3.7976 11.5349 3.9115
C -2.7129 -4.8523 -2.3159
C -0.6721 6.4509 -3.0697
C 0.0667 2.2292 -4.7299
C -3.4581 -7.1042 1.2623
C -2.7535 2.2391 -7.4307
C -0.5008 1.2801 1.3700
C 0.3104 -3.2763 -1.8502
C 1.6761 -2.7849 -1.3067
C 5.7949 1.8368 5.7418
C 0.1926 0.9695 -1.4559
C -5.6454 -10.3259 7.2173
C 1.1540 -0.4488 2.0497
C 2.6156 -4.9386 -1.1566
C -7.3803 -10.1368 3.7342
H -5.8519 -9.2394 2.5154
H 5.6814 11.9096 2.9384
H -1.4410 6.8312 -2.4031
H -5.5411 -9.7249 8.1177
H -8.3769 -9.9200 4.1203
H 2.4874 -5.7402 -3.1264
H 3.4107 5.4417 -0.9498
H 3.0232 -8.1272 -2.4467
H -1.7287 -5.2815 -2.5257
H -2.7946 4.3754 -7.7751
H 2.1899 -0.7890 2.0221
H 0.9137 10.5378 0.2385
H 3.2387 4.4029 1.5836
H -3.4334 -5.2466 -3.0390
H -2.3889 -7.0938 1.4821
H -6.9092 -8.0717 3.3053
H -2.0890 -1.8010 -3.8211
H -2.3698 -5.3906 -0.2376
H -3.8788 -4.5051 -0.5373
H 3.3048 10.7706 4.5132
H 2.3707 4.6820 3.1226
H 6.4883 2.6679 5.8687
H -3.8883 -6.1396 1.5350
H 0.5505 11.7115 1.5383
H 0.9484 -0.0829 3.0599
H -3.9115 -7.8720 1.8936
H 3.0128 -7.6384 -0.7499
H -3.5793 2.2497 -6.7184
H -1.9012 3.4596 -8.9863
H 3.7321 7.1495 -1.2068
H -0.8760 0.7682 -1.5875
H 1.6301 -2.7243 -0.2129
H -3.6766 -2.9841 -2.7235
H -2.4671 -2.8745 -1.4644
H 6.0467 1.3288 4.8122
H 4.0277 5.3284 2.8916
H -0.4894 1.5627 2.4274
H 2.6694 0.3123 -1.3602
H 0.4855 -1.3036 1.8875
H -0.3782 -3.2932 -0.9988
H 5.8078 11.1589 4.5398
H 2.7679 -0.8119 -0.0054
H -1.3154 0.5584 1.2401
H 3.7339 12.4771 4.4513
H 5.3152 10.1981 3.1395
H -0.1435 -1.3925 -2.8223
H -3.6740 3.4101 -8.9680
H -7.5050 -8.9977 1.9217
H 0.4047 -4.3176 -2.1807
H 0.6521 0.7611 -2.4272
H 0.8732 2.2029 -5.4580
H -2.8188 1.3164 -8.0036
H -0.2084 7.2504 -3.6410
H -0.7154 2.1853 0.7967
H -4.6696 -10.5556 6.7982
H 0.9330 -7.8978 -3.6615
H -0.2447 1.2282 -4.4488
H 0.3657 2.8044 -3.8553
H 1.8291 12.0689 0.3311
H -1.6603 -3.4019 -4.3685
H 1.6234 1.3976 0.9858
H 1.4523 5.9875 0.4949
H -1.0783 5.6963 -3.7419
H 3.6576 1.5330 5.5195
H 3.9489 6.4482 0.4024
H -6.2109 -11.2303 7.4222
H 4.0519 -5.9182 -2.3164
H 4.0972 2.7720 6.6912
H 1.8433 7.6972 0.3951
H -7.4249 -11.0924 3.2161
H 0.0753 -0.8561 -0.3164
H 0.3455 2.0136 -1.1786
H 5.9290 1.1361 6.5662
H 0.4376 -2.6572 -3.8694
*
```

The LUMO energy is 0.01192 Eh. Its SMILES is CC(=O)OCCCCCC[C@H](OC[C@H](C)C(C)C)OC(=O)CCC(=O)O.CCOS(C)(=O)=O.CCOS(C)(=O)=O.CCOS(C)(=O)=O.CCOS(C)(=O)=O.CCOS(C)(=O)=O. For the gap between HOMO and LUMO, the calculation gives 10.15 eV. Its HOMO energy is -0.3612 Ha. The calculation puts the total energy at -4986.06787 Ha.